Record 1
106
Properties=species:S:1:pos:R:3:forces:R:3:mulliken_charge:R:1 method="wB97M-V/def2-TZVPD" total_charge=-1 energy_ev=-125146.5234
N 0.5842 -0.6077 4.1480 -0.263 0.727 -0.679 -0.549
C 0.0176 0.1809 3.3057 0.024 0.380 -0.171 -0.123
C -1.2831 0.9771 3.5301 -0.341 -0.498 0.018 0.349
C -2.5627 0.1025 3.8805 0.115 1.175 0.728 -0.733
Br -2.4503 -1.7246 3.0695 -0.247 0.008 -0.671 -0.311
H 1.4240 -0.9701 3.6795 -0.174 -0.005 0.289 0.258
H 0.5279 0.3279 2.3177 -0.564 -0.044 0.493 0.078
H -1.1193 1.6777 4.3921 -0.068 -0.569 -0.567 0.111
H -1.5364 1.6320 2.6546 0.858 -0.456 0.334 -0.110
H -3.4222 0.6146 3.3675 0.652 -0.716 0.061 0.083
C 1.7906 0.3545 -0.6701 -0.031 0.047 0.168 -0.971
O 2.3097 -0.4949 0.3399 -0.033 0.005 -0.310 -0.453
C 1.8685 -1.8421 0.1988 0.314 -0.016 0.399 -0.202
C 2.9467 -2.7025 -0.4355 -0.437 -0.048 -0.251 -0.649
O 3.1837 -2.3053 -1.7822 0.208 0.115 0.145 -0.376
C 4.3409 -1.4992 -1.9214 -0.068 -0.055 -0.179 -0.321
H 2.3463 1.2933 -0.6403 0.014 -0.022 0.089 0.249
H 1.8967 -0.0830 -1.6655 -0.033 -0.019 -0.010 0.466
H 0.7341 0.5659 -0.4728 -0.037 0.014 -0.101 0.412
H 0.9415 -1.8911 -0.3796 0.043 -0.005 -0.023 0.275
H 1.6560 -2.2185 1.2036 -0.072 -0.023 -0.025 0.281
H 2.6016 -3.7404 -0.4614 -0.008 -0.001 0.039 0.410
H 3.8696 -2.6700 0.1523 -0.014 0.092 -0.007 0.321
H 5.2409 -2.1197 -1.8460 0.079 0.071 0.061 0.371
H 4.3777 -0.7054 -1.1706 0.002 -0.050 0.048 0.243
H 4.3135 -1.0419 -2.9107 -0.007 -0.093 -0.010 -0.079
C -1.2398 -5.8961 4.6606 0.044 0.144 -0.219 -0.834
O -0.4448 -4.7977 4.2585 -0.009 -0.291 0.283 -0.260
C -0.4653 -3.7286 5.2075 0.451 0.229 -0.286 0.417
C 0.7917 -3.7245 6.0591 -0.496 0.042 0.227 -0.587
O 0.8649 -4.8777 6.9044 0.212 -0.199 -0.197 -0.389
C 1.7362 -5.8678 6.3945 -0.123 0.098 0.168 -0.725
H -0.9918 -6.7460 4.0220 0.000 0.052 -0.045 0.265
H -1.0541 -6.1748 5.7010 -0.020 0.013 0.044 0.358
H -2.3005 -5.6561 4.5287 -0.050 -0.067 0.088 0.282
H -1.3613 -3.7820 5.8327 0.040 -0.020 0.008 0.333
H -0.5082 -2.7971 4.6406 -0.054 -0.012 0.139 -0.379
H 0.7648 -2.8506 6.7145 -0.004 0.032 -0.071 0.352
H 1.6859 -3.6473 5.4319 -0.029 -0.060 -0.028 0.317
H 2.7783 -5.5637 6.5461 0.079 -0.063 -0.100 0.327
H 1.5603 -6.0566 5.3324 0.016 0.032 -0.013 0.290
H 1.5585 -6.7922 6.9465 -0.005 0.049 0.046 0.252
C -4.4329 -4.2249 -2.5493 -0.056 0.147 0.002 -0.735
O -5.3790 -3.6834 -1.6449 0.085 -0.270 -0.080 -0.373
C -6.1314 -4.6877 -0.9754 -0.033 0.413 0.235 -0.473
C -5.6153 -4.9257 0.4351 0.128 -0.396 -0.112 -0.490
O -4.3118 -5.4880 0.4231 -0.101 0.174 -0.197 -0.418
C -3.2980 -4.5208 0.6883 0.120 -0.068 0.164 -0.699
H -3.7476 -3.4278 -2.8378 -0.074 0.029 0.034 0.247
H -3.8560 -5.0346 -2.0979 -0.016 -0.018 0.021 0.315
H -4.9426 -4.5926 -3.4475 0.063 -0.085 -0.039 0.325
H -6.1317 -5.6196 -1.5504 0.067 -0.024 0.039 0.312
H -7.1636 -4.3276 -0.9168 -0.023 -0.027 0.015 0.365
H -6.2713 -5.6501 0.9291 -0.072 0.026 -0.001 0.381
H -5.6348 -4.0010 1.0196 0.014 0.038 -0.087 0.297
H -3.2906 -4.2700 1.7517 0.046 0.153 -0.061 0.228
H -3.4368 -3.6115 0.1004 -0.050 0.008 0.069 0.380
H -2.3347 -4.9600 0.4269 -0.075 -0.090 0.024 0.265
C -2.9161 6.5907 1.3452 0.035 0.141 -0.005 -0.660
O -2.2198 7.0940 2.4742 -0.101 -0.220 -0.071 -0.398
C -2.4610 6.3269 3.6498 0.357 0.274 0.057 -0.513
C -1.3080 5.3815 3.9426 -0.359 -0.357 0.016 -0.598
O -1.1968 4.3782 2.9451 0.099 0.390 -0.181 -0.152
C -0.1638 4.6479 2.0147 -0.013 -0.150 0.079 -0.610
H -2.5064 7.0684 0.4548 0.014 0.041 0.070 0.229
H -2.8012 5.5096 1.2451 -0.016 -0.015 0.035 0.249
H -3.9797 6.8415 1.4203 -0.041 -0.091 -0.053 0.353
H -3.4023 5.7754 3.5668 0.064 -0.072 -0.026 0.314
H -2.5568 7.0339 4.4799 -0.012 -0.019 0.026 0.383
H -1.5058 4.8697 4.8892 -0.002 0.019 0.024 0.371
H -0.3678 5.9325 4.0485 -0.041 0.072 -0.052 0.366
H 0.8100 4.4458 2.4734 0.074 0.055 -0.069 0.392
H -0.1947 5.6809 1.6576 0.001 0.013 0.021 0.419
H -0.2901 3.9803 1.1617 -0.046 -0.066 0.095 -0.132
C 4.5821 1.6201 -3.8173 -0.007 -0.125 0.108 -0.511
O 4.5167 0.5924 -4.7926 -0.016 0.291 -0.077 -0.438
C 3.4037 0.7422 -5.6677 0.224 -0.252 -0.127 0.080
C 3.8231 1.3380 -7.0016 -0.328 0.232 0.157 -0.694
O 4.2735 2.6804 -6.8562 0.220 -0.164 0.069 -0.372
C 5.6875 2.7837 -6.8592 -0.089 0.107 -0.036 -0.739
H 5.5638 1.5792 -3.3442 -0.022 -0.094 -0.034 0.323
H 4.4489 2.6097 -4.2595 -0.029 0.007 -0.036 0.464
H 3.8168 1.4533 -3.0519 -0.018 0.113 0.037 -0.076
H 2.6207 1.3473 -5.2000 0.013 0.027 -0.021 -0.061
H 2.9963 -0.2582 -5.8417 -0.040 0.012 -0.013 0.402
H 2.9516 1.3640 -7.6627 -0.011 -0.044 -0.005 0.422
H 4.5899 0.7206 -7.4801 0.029 -0.005 0.071 0.343
H 6.0692 2.6587 -7.8781 0.101 -0.045 0.020 0.320
H 6.1512 2.0454 -6.2008 -0.020 -0.023 -0.023 0.322
H 5.9538 3.7803 -6.5066 -0.080 0.000 -0.039 0.245
C -0.5640 2.3464 -4.8672 0.073 -0.146 -0.012 -0.897
O 0.4630 2.3324 -3.8896 -0.126 0.185 -0.073 -0.236
C 0.9156 3.6386 -3.5517 0.126 -0.301 0.327 -0.447
C 0.3170 4.1146 -2.2370 -0.159 0.330 -0.255 -0.108
O -1.0877 4.3055 -2.3404 0.107 -0.268 -0.024 -0.402
C -1.8284 3.2273 -1.7818 -0.079 0.098 0.061 -0.458
H -1.0145 1.3543 -4.8976 0.085 -0.001 0.039 0.242
H -1.3413 3.0755 -4.6302 0.022 0.033 0.011 0.375
H -0.1388 2.5694 -5.8521 -0.078 0.059 -0.050 0.308
H 0.6954 4.3460 -4.3573 -0.060 0.010 0.040 0.407
H 2.0034 3.5808 -3.4423 0.020 0.048 0.002 0.229
H 0.7532 5.0867 -1.9862 0.063 -0.015 0.010 0.368
H 0.5563 3.4197 -1.4256 0.008 -0.066 -0.064 -0.045
H -1.8000 3.2800 -0.6890 -0.013 -0.120 0.009 0.095
H -1.4483 2.2578 -2.1113 0.034 0.017 0.022 0.276
H -2.8637 3.3242 -2.1084 0.049 0.084 0.005 0.274



Record 2
105
Properties=species:S:1:pos:R:3:forces:R:3:mulliken_charge:R:1 method="wB97M-V/def2-TZVPD" total_charge=+1 e_above_lowest_kcal_mol=0.00 energy_ev=-63343.8960
N -10.2154 -1.4511 4.6991 -1.283 -1.170 -0.445 0.870
H -10.3999 -0.6557 4.0782 0.708 0.511 0.367 0.192
H -9.8293 -1.2874 5.6235 0.201 0.619 -0.225 0.507
H -9.6431 -2.1325 4.1619 0.427 0.262 0.030 -0.490
H -11.1472 -1.8947 4.8903 0.110 0.086 0.313 -0.260
N -8.1953 4.0986 0.0066 -0.481 0.303 0.575 -0.104
H -7.2867 3.6394 0.2101 -0.076 0.003 0.151 -0.086
H -8.1908 4.5226 -0.9184 -0.104 -0.267 -0.083 0.435
H -8.3530 4.8470 0.6864 0.327 -0.033 -0.019 0.450
H -8.9928 3.4484 0.1676 0.318 -0.517 -0.245 0.278
Cl -10.2825 1.4480 2.0448 0.432 0.399 0.458 1.834
O -9.4008 0.5304 2.7572 -0.049 -0.154 0.071 -0.686
O -9.6900 1.7112 0.7434 -0.015 0.090 -0.399 -0.919
O -11.5699 0.8439 1.9194 -0.131 -0.098 -0.190 -0.650
O -10.3580 2.6908 2.7639 -0.033 -0.010 -0.031 -0.730
C -4.7571 3.8213 -1.2196 0.158 -0.592 0.137 -1.945
C -4.2616 3.7465 0.2377 -0.853 -0.393 -0.597 1.112
C -3.9324 5.1642 0.6772 0.632 0.605 0.711 -1.146
C -3.8168 5.2985 2.1959 0.006 -0.927 -0.341 -0.761
C -5.1011 4.8165 2.8848 1.122 0.690 -0.489 -1.044
C -5.3791 3.3572 2.5498 0.644 -0.154 0.939 1.148
N -5.3720 3.2718 1.0909 -1.287 0.956 -0.726 1.513
O -5.9915 2.1098 0.5682 0.589 -0.221 0.464 -0.485
C -4.3552 2.4417 3.2643 -0.582 -0.764 -0.063 -1.559
C -6.7458 2.9800 3.0928 -0.852 0.412 -0.381 -2.380
C -3.1019 2.7560 0.2477 0.840 0.178 1.033 -1.473
H -3.9395 4.2977 -1.7590 -0.204 -0.087 -0.392 0.511
H -5.6898 4.3559 -1.4173 0.153 0.383 0.423 0.269
H -4.9429 2.8102 -1.5827 0.307 0.041 -0.231 0.405
H -2.9650 5.4840 0.2793 -0.106 -0.194 -0.381 0.404
H -4.6767 5.8639 0.2878 -0.122 -0.107 -0.018 0.363
H -3.5150 6.2964 2.5056 -0.161 0.093 -0.056 0.423
H -3.0006 4.6204 2.4698 0.050 0.264 0.290 0.252
H -5.9092 5.4416 2.4918 -0.212 -0.039 0.418 0.282
H -4.9284 4.9675 3.9512 -0.605 -0.159 0.107 0.446
H -4.4242 1.4405 2.8164 0.328 0.066 -0.060 0.223
H -3.3198 2.7664 3.2961 -0.022 0.065 -0.230 0.312
H -4.6840 2.2640 4.2898 0.078 0.261 0.058 0.535
H -7.0714 1.9806 2.8242 0.093 -0.214 0.081 0.504
H -6.8130 3.1068 4.1719 0.301 -0.102 0.041 0.557
H -7.5147 3.6577 2.7034 0.036 -0.041 -0.096 0.313
H -2.5466 2.8330 1.1886 -0.037 0.032 -0.055 0.325
H -2.3572 2.9255 -0.5293 -0.248 0.040 -0.223 0.466
H -3.4340 1.7181 0.2087 -0.136 0.045 -0.322 0.258
H -5.4770 1.3527 0.8951 -0.144 -0.099 -0.177 0.216
C -10.1941 -3.1976 1.7867 -0.859 0.547 -0.477 -1.801
C -8.6805 -3.4118 1.8555 -0.511 -0.343 0.893 0.912
C -8.0004 -2.3351 1.0158 0.327 0.366 -0.360 -1.314
C -6.5315 -2.0604 1.3298 -0.139 -0.482 0.548 -0.543
C -6.3047 -1.8790 2.8348 0.330 -0.182 -0.555 -1.359
C -6.9436 -2.9771 3.6952 0.511 -0.071 0.319 1.731
N -8.3308 -3.2091 3.2849 -0.217 1.269 -0.158 1.335
O -9.0049 -4.0884 4.1678 0.313 -0.433 -0.409 -0.289
C -6.0559 -4.2342 3.6225 -0.033 -0.142 0.052 -1.704
C -6.9524 -2.4074 5.1156 -0.247 -0.294 -0.059 -2.167
C -8.3354 -4.8160 1.3354 -0.293 -0.090 -0.116 -1.478
H -10.6219 -3.5573 0.8479 0.184 -0.065 -0.016 0.597
H -10.7898 -3.6464 2.5833 0.371 -0.371 0.058 0.346
H -10.4502 -2.1312 1.8109 0.256 0.000 0.038 0.157
H -8.1071 -2.6892 -0.0137 0.009 0.303 -0.088 0.376
H -8.4985 -1.3663 1.1024 -0.371 -0.239 0.104 0.204
H -5.9036 -2.8879 0.9892 0.044 0.097 -0.142 0.424
H -6.2090 -1.1472 0.8290 0.011 -0.129 -0.248 0.258
H -6.5763 -0.8790 3.1829 -0.362 -0.074 -0.123 0.250
H -5.2250 -1.9697 2.9944 -0.031 0.148 0.207 0.344
H -5.5432 -4.3305 2.6651 -0.274 -0.091 -0.142 0.358
H -6.6479 -5.1314 3.8087 0.161 -0.089 0.006 0.187
H -5.2525 -4.2050 4.3605 -0.159 0.066 0.135 0.509
H -5.9093 -2.2580 5.3881 -0.101 0.239 0.304 0.551
H -7.4436 -3.0478 5.8485 0.199 -0.223 -0.057 0.375
H -7.4993 -1.4638 5.1033 0.255 0.177 0.068 0.253
H -7.2933 -4.9124 1.0370 0.034 -0.091 0.133 0.331
H -8.6054 -5.6178 2.0311 0.236 0.079 0.123 0.238
H -8.9679 -5.0314 0.4729 0.201 0.123 -0.163 0.504
H -8.8585 -4.9866 3.8277 0.011 -0.020 0.210 0.287
C -13.6957 -3.7802 7.8187 -0.165 0.250 0.062 -1.588
C -12.6137 -3.4883 6.7778 0.099 -0.324 -0.779 1.495
C -12.7357 -4.5539 5.6675 -0.311 -0.483 -0.116 -1.032
C -13.8964 -4.3306 4.7014 -0.608 0.285 1.091 -0.872
C -13.9110 -2.9066 4.1619 0.237 -1.420 -1.055 -0.954
C -13.8484 -1.8370 5.2389 -0.630 0.700 -0.402 1.502
N -12.6951 -2.1724 6.0989 0.401 0.027 -0.100 1.185
O -12.4061 -1.1334 7.0241 -0.214 -0.140 -0.151 -0.617
C -13.5797 -0.5115 4.5161 0.949 0.546 0.513 -1.699
C -15.1930 -1.6485 5.9826 0.074 -0.900 -0.873 -1.644
C -11.2099 -3.6178 7.3764 -0.190 0.266 0.105 -1.568
H -13.8692 -2.9611 8.5220 0.083 -0.019 0.011 0.283
H -13.4330 -4.6622 8.4024 0.152 0.048 0.015 0.464
H -14.6387 -3.9995 7.3244 -0.070 0.045 0.101 0.357
H -11.7756 -4.6575 5.1501 -0.071 0.166 -0.135 0.066
H -12.9475 -5.5186 6.1407 0.396 0.040 0.177 0.477
H -14.8349 -4.4633 5.2590 0.121 -0.021 0.110 0.392
H -13.9711 -5.1351 3.9706 0.388 0.299 -0.401 0.418
H -14.7802 -2.8298 3.5026 -0.132 0.527 0.287 0.567
H -13.0620 -2.8315 3.4659 0.100 0.393 0.234 -0.014
H -13.6352 0.3407 5.1973 -0.389 -0.065 -0.003 0.382
H -12.5590 -0.4267 4.1358 -0.115 -0.314 -0.246 0.137
H -14.2463 -0.3601 3.6717 -0.163 -0.076 0.078 0.474
H -15.7103 -2.6051 6.0764 0.164 0.021 0.652 0.325
H -15.0291 -1.1345 6.9248 -0.357 -0.011 0.114 0.271
H -15.8822 -1.0960 5.3434 0.222 0.446 0.139 0.511
H -11.1102 -3.0656 8.3104 -0.094 -0.303 0.185 0.358
H -10.4384 -3.2026 6.7262 -0.116 -0.208 -0.259 -0.002
H -11.0196 -4.6841 7.4914 0.206 0.070 0.358 0.446
H -13.0908 -1.1751 7.7107 0.056 0.104 0.011 0.324



Values for lowest unoccupied orbital energy, eV, ordered as above
2.0880 -2.0644